Record 1
DFT (the ωB97M-V functional and the def2-TZVPD basis) results for C39H53IrN9O5PS2 as an isolated structure.

Structure (XYZ):
```
110
Properties=species:S:1:pos:R:3:forces:R:3
Ir 0.556 0.361 -0.754 0.08 -0.04 0.02
O 1.086 -1.283 4.705 -0.05 -0.01 -0.04
C 2.335 -1.454 4.226 0.05 -0.01 -0.01
C 3.165 -2.365 4.879 0.00 0.00 -0.01
C 4.441 -2.602 4.406 0.00 0.00 0.00
C 4.922 -1.932 3.283 -0.01 0.01 0.00
C 4.110 -1.015 2.648 0.00 -0.03 -0.01
C 2.812 -0.759 3.101 -0.04 -0.08 -0.08
C 1.928 0.175 2.366 0.03 0.27 0.26
O 0.711 0.268 2.648 -0.02 -0.06 -0.06
N 2.539 0.948 1.452 -0.08 -0.06 -0.12
N 1.740 1.465 0.519 0.01 -0.04 -0.02
C 2.065 2.616 0.019 0.00 0.01 0.05
C 1.440 3.023 -1.212 0.00 0.02 0.00
C 1.738 4.217 -1.856 0.01 0.00 0.00
C 1.121 4.507 -3.057 0.00 -0.01 0.00
C 0.223 3.594 -3.594 0.01 0.01 0.01
C -0.027 2.426 -2.907 -0.03 -0.02 -0.01
N 0.545 2.152 -1.732 -0.01 0.02 0.00
H 0.642 -0.669 4.076 0.00 0.03 0.00
H 2.784 -2.870 5.757 0.00 0.00 0.00
H 5.074 -3.315 4.921 0.00 0.00 0.00
H 5.918 -2.128 2.909 0.00 0.00 0.01
H 4.463 -0.478 1.778 0.00 0.00 0.00
H 2.854 3.193 0.483 0.00 0.00 -0.01
H 2.460 4.888 -1.413 0.00 0.00 0.00
H 1.345 5.427 -3.578 0.00 0.00 0.00
H -0.268 3.771 -4.539 0.00 0.00 0.00
H -0.699 1.677 -3.296 -0.01 0.01 0.01
O 4.893 -2.964 -0.400 0.06 0.01 -0.03
C 5.174 -2.146 -1.430 -0.01 -0.05 0.03
C 6.428 -2.283 -2.027 0.01 0.00 0.01
C 6.785 -1.483 -3.091 -0.01 0.00 0.00
C 5.906 -0.521 -3.588 0.01 0.00 0.00
C 4.672 -0.371 -2.996 -0.01 0.00 0.00
C 4.284 -1.173 -1.916 0.01 0.01 -0.01
C 2.961 -0.947 -1.315 0.01 0.03 0.00
O 2.338 0.137 -1.651 -0.01 0.01 -0.02
N 2.476 -1.829 -0.490 -0.02 -0.02 -0.05
N 1.225 -1.494 0.058 -0.04 0.05 -0.07
C 0.853 -2.411 0.892 -0.03 0.01 0.06
S -0.612 -2.364 1.825 0.00 -0.04 -0.06
C -0.532 -4.103 2.331 0.00 -0.02 -0.01
C 0.927 -4.421 2.570 -0.01 -0.02 0.01
S 1.860 -3.819 1.142 0.02 0.01 0.01
H 3.985 -2.774 -0.093 -0.01 0.01 0.01
H 7.100 -3.031 -1.631 0.00 0.00 0.00
H 7.761 -1.608 -3.544 0.00 0.00 0.00
H 6.190 0.102 -4.425 0.00 0.00 0.00
H 3.970 0.368 -3.359 0.00 0.01 0.00
H -0.959 -4.744 1.559 0.00 0.01 0.00
H -1.122 -4.191 3.243 0.00 0.00 0.00
H 1.101 -5.494 2.645 -0.01 0.00 0.00
H 1.298 -3.930 3.469 0.01 0.01 0.00
C -1.262 -4.078 -3.465 0.02 -0.01 0.00
N -0.659 -2.768 -3.336 0.01 0.00 0.00
C 0.179 -2.115 -4.320 0.04 -0.02 0.01
C 0.433 -0.761 -3.670 -0.01 -0.03 -0.01
O 1.027 0.147 -4.182 0.01 0.02 0.01
N -0.169 -0.773 -2.404 -0.01 -0.02 0.03
C -0.810 -1.954 -2.292 -0.01 0.01 0.00
N -1.565 -2.243 -1.247 0.01 0.03 0.08
H -0.993 -4.488 -4.434 -0.01 0.00 0.00
H -2.351 -4.017 -3.409 0.00 0.00 -0.01
H -0.892 -4.761 -2.698 0.00 0.00 0.00
H -0.323 -1.995 -5.280 0.00 0.01 0.00
H 1.129 -2.633 -4.471 -0.01 -0.01 -0.01
H -1.595 -1.561 -0.492 0.03 -0.01 0.00
H -1.920 -3.169 -1.089 0.00 -0.01 -0.03
C -3.656 0.246 -1.714 0.00 0.01 -0.01
C -4.010 0.493 -0.230 0.00 0.00 0.02
C -4.216 -0.866 0.459 0.01 0.01 -0.01
C -5.358 1.227 -0.187 0.01 0.00 0.00
P -2.572 1.387 0.606 -0.01 0.02 -0.12
N -1.269 0.516 0.128 -0.05 -0.04 0.15
C -2.582 3.197 0.073 -0.02 0.01 0.01
C -3.663 4.098 0.688 -0.01 -0.01 0.01
C -2.783 3.251 -1.448 0.01 0.01 0.01
C -1.205 3.796 0.424 0.02 0.00 -0.02
C -2.760 1.361 2.481 0.04 -0.01 0.00
C -1.776 2.367 3.101 0.01 -0.01 0.01
C -2.400 0.000 3.077 -0.01 0.01 0.00
C -4.188 1.708 2.930 0.01 0.01 -0.01
H -4.180 -0.649 -2.055 -0.01 0.01 0.00
H -2.591 0.093 -1.881 0.01 0.00 0.00
H -3.982 1.071 -2.342 0.01 0.00 0.00
H -4.883 -1.466 -0.164 0.00 0.00 0.00
H -4.693 -0.759 1.430 -0.01 0.01 0.03
H -3.289 -1.419 0.600 0.01 0.00 0.02
H -6.098 0.580 -0.665 0.00 0.00 0.00
H -5.350 2.162 -0.740 0.02 0.01 -0.02
H -5.706 1.424 0.823 0.00 0.00 0.01
H -4.675 3.745 0.501 -0.01 0.00 0.01
H -3.569 5.079 0.215 0.00 0.00 0.00
H -3.536 4.247 1.757 0.02 0.00 0.01
H -3.826 3.118 -1.727 -0.03 -0.01 0.01
H -2.193 2.510 -1.975 0.01 -0.02 -0.02
H -2.476 4.237 -1.803 0.00 0.00 -0.01
H -1.221 4.308 1.382 -0.01 0.02 -0.02
H -0.925 4.528 -0.336 0.01 -0.02 -0.01
H -0.428 3.041 0.474 0.04 -0.01 0.02
H -0.761 2.215 2.739 0.02 -0.01 0.01
H -1.766 2.185 4.178 0.00 0.00 -0.01
H -2.078 3.399 2.955 -0.02 0.00 0.00
H -1.354 -0.216 2.906 0.01 0.01 0.01
H -3.013 -0.816 2.707 0.01 -0.01 -0.01
H -2.558 0.067 4.156 -0.01 0.01 0.00
H -4.581 2.629 2.510 -0.01 -0.01 -0.01
H -4.152 1.835 4.014 0.00 0.00 0.00
H -4.891 0.902 2.729 -0.01 -0.03 -0.01
```
Positions in Å, forces in eV/Å.

highest occupied orbital energy (spin up / spin down): -9.915 / -9.913 eV
spin multiplicity: 2
net charge: +1
E_LUMO (spin up / spin down): -2.9 / -3.8 eV

=====

Record 2
DFT (the ωB97M-V functional and the def2-TZVPD basis) results for C23H61CuO22S7 as an isolated structure.

Structure (XYZ):
```
114
Properties=species:S:1:pos:R:3:forces:R:3
Cu 26.455 17.501 3.549 -1.24 -0.06 -0.01
C 22.744 18.195 2.043 0.35 0.26 -0.33
C 23.127 18.398 3.497 -0.71 -0.36 -0.05
O 24.432 18.334 3.881 1.36 0.17 -0.27
H 23.188 18.954 1.399 0.46 -0.01 0.00
H 21.684 18.445 1.992 -0.21 -0.65 -0.16
H 23.012 17.208 1.666 -0.32 -0.04 -0.01
H 22.485 17.800 4.144 -0.06 -0.60 0.11
H 22.695 19.385 3.665 0.57 0.83 0.58
O 27.880 18.695 4.706 2.22 2.05 2.56
S 28.734 19.152 5.832 0.37 -2.08 -0.35
O 28.581 18.509 7.152 0.50 1.33 -2.40
O 30.328 18.919 5.256 -4.10 0.29 0.41
C 31.427 18.943 6.143 0.62 0.13 -0.64
C 32.534 18.758 5.130 0.89 -0.16 0.83
C 28.716 20.984 6.018 0.10 -2.07 -0.48
H 31.353 18.184 6.921 -0.02 0.02 -0.04
H 31.579 19.941 6.554 -0.31 0.02 0.46
H 33.470 18.775 5.688 0.29 0.10 -0.27
H 32.478 19.607 4.448 0.25 -0.26 -0.03
H 32.484 17.818 4.581 -0.10 0.28 0.01
H 29.054 21.294 5.029 -0.38 0.46 0.11
H 29.443 21.217 6.797 -0.25 0.05 -0.01
H 27.677 21.177 6.283 0.21 0.44 -0.10
O 25.718 15.308 3.401 -2.51 -3.82 -1.03
S 24.753 14.243 2.922 1.03 0.57 2.06
O 23.911 14.594 1.829 0.04 -0.17 -0.89
O 25.614 12.838 2.667 -0.07 3.72 1.77
C 25.247 11.791 1.848 0.60 -1.01 -1.87
C 25.670 10.467 2.442 -1.48 -0.19 0.12
C 23.579 13.569 4.268 2.13 1.72 -0.55
H 25.816 11.864 0.922 0.17 0.50 -0.19
H 24.218 11.776 1.489 -0.33 0.20 0.59
H 26.575 10.436 3.048 0.16 0.30 -0.56
H 25.684 9.859 1.537 0.43 -0.68 0.43
H 24.859 10.111 3.076 0.07 -0.27 0.13
H 22.807 12.956 3.803 0.47 -0.11 0.04
H 23.177 14.460 4.750 -0.16 -0.02 -0.17
H 24.312 13.154 4.960 -0.54 -0.58 0.06
O 26.787 19.525 2.259 0.04 3.18 -1.03
S 26.891 20.950 1.902 -0.02 0.49 0.06
O 28.144 21.705 2.069 -1.96 -1.24 0.50
O 26.538 21.107 0.330 -0.64 -0.95 2.02
C 26.865 22.295 -0.379 0.25 -0.46 -2.92
C 28.073 21.945 -1.255 0.31 0.88 0.60
C 25.384 21.904 2.646 1.83 -0.80 -0.38
H 26.915 23.280 0.085 0.33 -0.55 0.99
H 26.059 22.402 -1.105 -0.46 -0.02 0.24
H 28.213 22.779 -1.943 0.32 0.03 -0.03
H 27.954 21.044 -1.857 -0.37 -0.03 0.24
H 28.945 21.817 -0.615 0.16 0.05 -0.20
H 24.521 21.253 2.507 0.20 0.02 0.22
H 25.251 22.874 2.166 0.24 -0.25 -0.35
H 25.672 22.103 3.678 -0.27 -0.37 0.05
O 28.434 16.229 3.737 0.65 -1.05 0.07
S 29.278 15.109 4.083 1.33 -0.69 -1.50
O 29.193 14.456 5.360 -0.60 -0.01 -0.82
O 29.226 13.937 2.852 -1.10 2.02 1.67
C 29.040 14.422 1.467 1.69 -0.83 0.06
C 30.209 13.698 0.734 -1.13 1.35 0.44
C 31.007 15.617 3.888 -0.43 -0.12 -0.52
H 29.094 15.509 1.403 0.24 0.02 0.25
H 28.094 14.146 1.001 -0.24 -0.32 0.75
H 31.154 14.009 1.179 0.01 -0.10 -0.08
H 30.156 14.076 -0.287 0.27 -0.56 -0.30
H 30.072 12.624 0.858 0.12 0.08 -0.39
H 31.277 16.309 4.686 -0.38 -0.01 -0.19
H 31.067 16.063 2.895 0.02 0.44 0.16
H 31.711 14.786 3.884 -0.48 -0.31 0.28
O 25.261 14.817 6.971 0.56 1.17 -0.28
S 26.166 15.954 6.954 0.46 0.99 -0.04
O 26.495 16.648 5.688 -0.61 -1.68 3.18
O 25.583 17.164 7.949 0.23 -1.53 -1.01
C 24.548 16.778 8.890 -0.65 -0.86 0.13
C 24.421 17.852 9.909 0.13 1.01 -0.16
C 27.633 15.474 8.031 -0.99 0.04 -1.19
H 24.757 15.841 9.408 0.33 -0.27 -0.42
H 23.593 16.655 8.380 0.19 -0.07 -0.35
H 25.160 17.742 10.703 0.00 0.33 -0.09
H 23.422 17.934 10.338 0.04 -0.37 0.03
H 24.558 18.760 9.323 0.22 0.44 0.51
H 28.431 16.183 7.812 -0.23 0.05 0.43
H 27.953 14.451 7.837 -0.20 0.14 -0.56
H 27.192 15.465 9.028 0.26 0.51 0.00
O 29.665 18.844 1.779 1.64 0.10 -0.40
S 30.990 19.301 1.424 1.05 -0.20 0.33
O 32.233 18.505 1.647 -2.94 0.99 -0.77
O 30.909 19.804 -0.118 -0.50 0.04 1.52
C 31.985 19.454 -0.962 -0.15 -0.85 -1.94
C 31.641 18.054 -1.541 1.51 -0.57 0.39
C 31.362 20.856 2.220 0.79 0.26 0.47
H 32.938 19.700 -0.493 0.10 -1.03 0.25
H 31.987 20.135 -1.813 -0.51 0.33 0.09
H 32.440 17.610 -2.135 0.30 0.54 -0.38
H 30.747 18.019 -2.163 -0.07 0.46 0.31
H 31.579 17.283 -0.773 -0.47 0.31 0.41
H 31.480 21.710 1.553 -0.59 -0.28 -0.25
H 32.371 20.681 2.594 -0.10 0.03 0.22
H 30.698 21.090 3.052 -0.15 -0.21 -0.30
O 26.869 16.962 1.285 0.21 -1.15 -3.68
S 26.996 16.819 -0.198 -1.96 0.06 3.13
O 28.213 17.225 -0.815 0.65 -0.71 -0.24
O 26.532 15.280 -0.613 0.87 2.09 0.22
C 26.809 14.852 -1.983 -0.08 -0.68 -0.11
C 26.584 13.330 -1.893 0.39 0.69 -0.32
C 25.752 17.814 -0.971 0.55 -0.65 -0.36
H 27.778 15.209 -2.332 0.56 -0.58 0.66
H 26.195 15.318 -2.753 -0.97 0.07 0.51
H 26.632 12.863 -2.877 0.14 0.03 0.02
H 25.600 13.120 -1.473 0.00 0.16 -0.01
H 27.339 12.902 -1.235 0.00 -0.11 -0.09
H 24.727 17.551 -0.709 0.26 0.30 0.47
H 25.889 17.610 -2.033 -0.02 0.23 -0.09
H 26.150 18.800 -0.732 -0.70 0.24 0.00
```
Positions in Å, forces in eV/Å.

highest occupied orbital energy (spin up / spin down): -11.764 / -10.336 eV
spin multiplicity: 2
net charge: +1
E_LUMO (spin up / spin down): -1.6 / -3.7 eV

=====

Record 3
DFT (the ωB97M-V functional and the def2-TZVPD basis) results for a 2-piece molecular cluster, C3H7NSi overall.

Structure (XYZ):
```
12
Properties=species:S:1:pos:R:3:forces:R:3
C 0.222 -3.470 2.649 -0.11 -0.44 -0.85
C -1.572 -0.613 0.049 2.22 0.88 -0.59
C 1.293 -0.243 -1.300 -0.60 2.41 1.50
N 0.659 -2.710 3.389 -0.21 -0.23 -0.09
Si 0.142 0.485 -0.166 -1.09 -3.23 -1.25
H -2.005 -0.459 0.991 -0.21 0.03 1.81
H -2.369 -0.239 -0.579 0.17 -0.25 -0.85
H -1.325 -1.686 -0.068 -0.30 0.66 -0.26
H -0.137 -4.163 1.874 0.30 0.68 0.93
H 1.102 -1.279 -1.609 0.36 0.77 -0.37
H 2.110 0.469 -1.637 -0.70 -1.71 0.24
H 0.251 1.594 0.776 0.16 0.41 -0.20
```
Positions in Å, forces in eV/Å.

highest occupied orbital energy: -8.251 eV
SMILES: C=[SiH]C.C#N
net charge: 0
E_LUMO: 0.5 eV

=====

Record 4
DFT (the ωB97M-V functional and the def2-TZVPD basis) results for an isolated molecule of C6H11NS2.

Structure (XYZ):
```
20
Properties=species:S:1:pos:R:3:forces:R:3
C 1.417 -0.223 -1.104 0.29 -0.44 0.37
C 2.154 -0.818 0.137 0.67 -1.56 -1.52
C 1.441 -1.048 1.370 -1.67 2.49 1.37
C -0.644 -0.007 -0.109 -0.27 -0.10 1.21
C -0.297 2.722 0.131 -2.01 0.21 -1.07
C -3.039 -1.434 -0.616 2.25 4.39 0.10
N 0.216 0.133 -1.149 -0.55 -0.05 0.22
S -1.533 1.368 0.435 0.59 1.58 -0.12
S -1.391 -1.488 0.388 -1.13 -0.54 -1.26
H 1.844 -0.055 -2.076 1.30 -0.37 -0.10
H 2.611 -1.841 -0.079 -0.57 1.28 -0.60
H 3.008 -0.225 0.341 1.05 1.08 -0.19
H 1.484 -2.039 1.726 -0.53 -0.84 0.60
H 1.210 -0.205 2.104 0.48 -1.36 -1.12
H 0.583 2.492 0.592 2.13 -0.47 1.99
H -0.617 3.744 0.296 -0.59 -0.17 1.00
H 0.026 2.841 -0.868 -0.18 -0.68 -1.68
H -3.321 -2.380 -0.731 -1.72 -3.97 0.53
H -2.895 -1.168 -1.693 0.31 0.54 1.01
H -3.685 -0.704 -0.074 0.14 -1.02 -0.71
```
Positions in Å, forces in eV/Å.

highest occupied orbital energy (spin up / spin down): -7.885 / -6.635 eV
net charge: 0
E_LUMO (spin up / spin down): 0.2 / 0.2 eV

=====

Record 5
DFT (the ωB97M-V functional and the def2-TZVPD basis) results for a 2-piece molecular cluster, CH6N2 overall.

Structure (XYZ):
```
9
Properties=species:S:1:pos:R:3:forces:R:3
N -2.753 0.527 0.942 0.21 -0.05 -0.07
H -3.747 0.698 1.017 -0.04 -0.08 -0.01
H -2.606 -0.472 0.839 -0.14 0.05 0.07
H -2.442 0.945 0.074 -0.02 0.08 0.00
C 2.456 0.015 -0.686 0.10 -0.47 0.30
N 2.057 -1.156 -0.950 -0.74 0.44 -0.24
H 2.657 0.716 -1.489 0.32 -0.02 -0.10
H 2.636 0.329 0.343 -0.21 0.42 -0.02
H 1.741 -1.603 -0.090 0.53 -0.36 0.06
```
Positions in Å, forces in eV/Å.

highest occupied orbital energy: -10.191 eV
SMILES: C=N.N
net charge: 0
E_LUMO: 1.0 eV

=====

Record 6
DFT (the ωB97M-V functional and the def2-TZVPD basis) results for a 5-piece molecular cluster, C4H17NO4 overall.

Structure (XYZ):
```
26
Properties=species:S:1:pos:R:3:forces:R:3
N -1.491 1.633 -0.916 -0.53 -0.12 -0.66
C -1.182 0.188 -1.018 1.03 2.14 0.24
C 0.305 0.133 -0.650 0.26 -1.28 -0.66
C 0.899 1.439 -1.209 -0.88 -0.04 0.32
C -0.371 2.258 -1.618 0.25 0.00 0.88
H -1.565 1.945 0.043 0.27 -0.12 0.07
H -1.808 -0.345 -0.322 0.06 -0.17 -0.44
H -1.243 -0.006 -2.090 -0.73 -0.75 0.16
H 0.406 -0.078 0.407 0.23 0.59 0.18
H 0.805 -0.706 -1.144 -0.11 -0.09 0.09
H 1.430 1.970 -0.423 0.31 0.08 -0.15
H 1.552 1.213 -2.045 0.20 0.25 -0.01
H -0.274 3.297 -1.306 -0.09 0.09 -0.24
H -0.576 2.214 -2.688 0.14 0.02 -0.07
H -2.039 -2.500 -0.054 0.09 0.20 -0.03
H -3.033 -1.321 -0.154 -0.04 0.09 -0.05
O -2.966 -2.272 -0.144 -0.50 -0.83 0.13
H 0.868 1.878 3.190 -0.23 -0.32 0.09
H 1.241 2.428 1.881 0.00 -0.01 -0.50
O 0.806 1.654 2.253 0.26 0.47 0.52
H 1.574 -2.521 0.511 -0.05 -0.15 0.11
H 1.851 -3.647 -0.561 -0.23 0.04 0.21
O 2.188 -2.844 -0.159 0.37 0.14 -0.25
H 0.606 -1.170 2.772 0.29 0.79 0.27
H 1.992 -0.547 2.166 -0.50 0.53 0.52
O 1.343 -1.249 2.170 0.15 -1.58 -0.76
```
Positions in Å, forces in eV/Å.

highest occupied orbital energy: -8.743 eV
SMILES: C1CCNC1.O.O.O.O
net charge: 0
E_LUMO: 0.1 eV

=====

Looking at energy relative to the best compared isomer or geometry (same formula, charge and spin) for the records above, in order, we have 10.2 323.5 272.9 456.4 72.9 74.2 kJ/mol.